ORCA calculation (ωB97M-V with the def2-TZVPD basis set) on a molecular structure, C41H53F2N6OPV.

## Properties
ΔE to the lowest compared entry with this formula, charge and spin	16.1	kJ/mol
gap between HOMO and LUMO (alpha / beta)	5.83 / 6.33	eV
expectation value of S²	3.764
F_max	0.175	eV/Å
HOMO level (alpha / beta)	-5.719 / -6.230	eV
E	-3483.03270	Eh
spin multiplicity	4

```
105
Properties=species:S:1:pos:R:3:forces:R:3:lowdin_spin:R:1
O 0.4544 -2.5520 0.4074 -0.11 -0.06 0.01 0.03
C -1.4765 4.3743 1.3199 0.01 0.01 0.00 0.00
C 1.9317 -1.0360 2.9849 0.00 -0.04 0.02 0.01
H -3.2021 -0.9336 -3.0390 0.00 0.00 0.00 0.00
H -0.9662 6.6621 3.3229 0.00 0.00 0.00 0.00
H 5.6119 0.3385 -0.5674 0.00 0.00 0.00 0.00
H -1.9627 -2.3818 1.3953 0.00 0.01 -0.02 0.00
H -0.5375 1.1073 -4.6727 0.00 0.00 0.01 0.00
C 2.3207 3.7093 -2.7390 0.00 0.01 -0.01 0.00
H 2.1188 1.6046 2.9185 -0.01 0.03 -0.03 0.00
C 0.3487 4.0113 2.7957 0.01 0.01 0.00 0.00
H -0.6108 -4.6757 2.3978 0.00 0.01 0.00 0.00
H -5.4745 -1.1713 2.3624 0.00 0.00 0.00 0.00
C -5.4419 -2.6005 0.7273 0.01 0.00 0.00 0.00
H 2.8612 3.1979 2.7699 0.00 0.00 0.01 0.00
N -2.6266 0.6645 0.7970 -0.02 0.00 -0.17 0.01
C -1.6590 3.1996 -0.8819 0.01 0.01 0.02 0.00
C 0.9003 3.0779 1.9221 0.02 -0.01 0.04 0.00
H -5.1311 -1.1142 -0.8248 0.01 0.00 0.00 0.00
C -0.3244 -0.5067 3.6114 -0.01 0.00 0.00 0.01
H 4.6904 -1.1495 3.3429 0.00 0.00 -0.01 0.00
N 2.6441 -0.4628 0.7767 -0.07 0.00 -0.01 0.01
H -4.4221 -2.5618 2.6486 0.00 -0.01 0.00 0.00
C -2.3530 -0.7499 -2.3746 0.01 0.01 0.01 0.00
C 0.2226 2.7551 0.7406 -0.06 -0.01 0.00 0.01
H -1.3730 1.7655 -3.2759 0.00 -0.03 -0.03 0.00
H -2.2810 0.8662 -4.5000 0.00 0.00 0.00 0.00
H 1.9271 0.8429 -4.4248 0.00 0.00 -0.01 0.00
C 1.2927 1.1537 -2.3990 0.00 0.03 -0.02 0.01
H 0.8822 4.2410 3.7139 0.00 0.00 0.00 0.00
C 1.7280 3.3740 -1.5473 0.00 -0.01 0.01 0.00
H 0.5586 -2.6202 -2.8329 -0.02 0.01 0.00 0.00
C 3.5628 -0.0467 -0.0978 0.00 -0.03 0.02 0.02
H 0.7614 -1.2604 -5.0419 0.00 0.00 0.01 0.00
C 1.2043 2.0725 -1.3082 0.01 0.00 -0.06 0.01
H 1.0391 -4.3286 2.8686 0.00 0.01 0.00 0.00
C 0.6675 -0.5089 2.6240 -0.03 -0.02 -0.05 0.00
H -2.6752 3.5946 -0.8595 0.00 0.00 0.00 0.00
C -5.9570 -1.6334 -0.3339 0.00 0.00 0.00 0.00
C 2.2325 2.4667 2.2586 0.02 0.03 -0.01 0.00
H 3.0875 2.3589 -5.8024 0.00 0.00 0.00 0.00
H 2.1154 -4.8750 0.2514 0.00 -0.02 0.01 0.00
C -0.9605 3.4476 0.4249 0.01 0.01 0.00 0.00
C -0.8447 4.6618 2.5239 -0.01 -0.01 0.00 0.00
N -1.7333 -0.3465 0.7971 0.10 -0.04 0.07 0.02
C -1.1135 -0.3913 -3.1943 -0.03 0.01 -0.03 0.01
H -0.1426 -2.9997 2.8543 0.02 0.02 0.02 0.00
H 3.3909 -1.5649 -2.4374 0.00 0.01 0.01 0.00
H 2.4403 -2.3917 -1.1996 -0.01 0.01 0.01 0.00
H 3.1839 0.2996 -1.0501 0.01 0.00 -0.02 0.00
C 2.4323 2.8012 -3.8019 -0.01 0.00 0.00 0.01
C 3.0797 3.1954 -5.1022 0.01 0.00 -0.01 0.00
C 2.5849 -2.2822 -2.2735 0.01 0.02 -0.01 0.00
H 2.4804 -1.1341 -4.6657 0.01 -0.01 -0.01 0.00
C 1.3106 -1.8321 -2.9821 0.00 -0.01 0.00 0.00
H 0.8440 -4.6424 -0.9501 0.00 0.00 0.00 0.00
P 0.4421 -0.4156 -2.1330 -0.01 -0.01 -0.03 0.03
C 4.3879 -0.8576 2.3511 -0.01 -0.01 0.00 0.00
C -2.3763 -1.4035 1.2323 -0.03 0.00 0.00 0.02
H 2.5515 4.0227 -5.5822 0.00 0.00 0.01 0.00
C 0.1707 -3.9117 2.3522 0.00 -0.03 0.00 0.00
H -2.1904 -1.6464 -1.7711 0.00 -0.03 0.01 0.00
H 1.6659 4.1070 -0.7524 0.00 0.00 0.00 0.00
H 1.7502 -2.7132 -4.9061 0.00 0.00 0.00 0.00
H -0.9694 -1.1911 -3.9260 -0.01 0.00 0.01 0.00
C 1.5789 -1.7194 -4.4847 0.01 0.01 0.00 0.00
N -3.7715 0.2476 1.1816 0.02 0.03 0.15 0.00
C -1.3341 0.9122 -3.9552 0.02 0.02 0.00 0.00
F -1.0714 -1.0303 5.7894 0.01 0.00 0.00 0.00
H 6.3807 -0.4509 1.6909 0.00 0.00 0.00 0.00
H -6.2964 -3.1178 1.1750 0.00 0.00 0.00 0.00
C 1.8961 1.5456 -3.6017 0.01 -0.01 0.00 0.00
C -4.7772 -1.8620 1.8914 -0.01 0.01 0.00 0.00
C -4.5178 -3.6477 0.1131 0.00 -0.01 -0.01 0.00
H 2.7473 2.1359 1.3577 0.00 0.01 0.00 0.00
H -4.1256 -4.3353 0.8666 0.00 0.00 0.00 0.00
F 3.2730 -2.2188 4.5762 0.00 0.00 0.01 0.00
H -1.1222 3.6780 -1.7062 0.00 0.00 -0.01 0.00
H -2.4052 4.8794 1.0714 0.00 0.00 0.00 0.00
V 0.4635 -0.3237 0.4555 0.02 0.04 0.09 2.68
C 2.1027 -1.6124 4.2394 -0.01 -0.01 0.00 0.00
H -5.0539 -4.2375 -0.6306 0.00 0.00 0.00 0.00
H -6.5111 -2.1745 -1.1014 0.00 0.00 0.00 0.00
H -6.6155 -0.8773 0.0953 0.00 0.00 0.00 0.00
H 2.7167 4.7134 -2.8594 0.00 0.00 0.00 0.00
H 2.9185 -3.2405 -2.6820 0.00 0.00 0.00 0.00
N -3.6388 -1.0555 1.4748 -0.01 -0.03 -0.07 0.00
C 1.0326 -4.8161 0.1073 0.03 0.03 -0.01 0.00
C -1.4135 5.6773 3.4793 0.00 0.01 0.00 0.00
H -3.6759 -3.1760 -0.3999 0.00 0.00 0.00 0.00
H -2.4908 5.7815 3.3465 0.00 0.00 0.00 0.00
N 0.6647 1.7141 -0.1163 -0.01 -0.03 0.06 0.02
H -2.6223 0.0650 -1.7013 0.00 0.00 0.01 0.00
H -1.7042 2.1329 -1.0975 0.01 0.01 0.02 0.00
H 0.6022 -5.7624 0.4309 -0.01 0.00 0.00 0.00
H -1.3005 -0.0660 3.4314 -0.01 0.00 -0.01 0.00
C 1.1109 -1.6435 5.1992 0.00 0.01 -0.01 0.01
C 3.0327 -0.8347 2.0138 0.02 0.03 -0.01 0.01
H 4.1147 3.5146 -4.9577 0.00 0.00 0.00 0.00
C 0.5294 -3.6555 0.9201 0.06 0.03 -0.02 0.03
C 5.3311 -0.4540 1.4255 0.01 0.01 0.01 0.01
C -0.0890 -1.0482 4.8584 0.02 -0.01 0.02 0.00
H 1.2783 -2.0912 6.1676 0.00 0.00 0.00 0.00
H -1.2261 5.3942 4.5158 0.00 0.00 0.00 0.00
C 4.9156 -0.0211 0.1769 0.00 -0.01 -0.01 0.00
```
Positions in Å, forces in eV/Å.